230
Properties=species:S:1:pos:R:3:mulliken_charge:R:1 method="wB97M-V/def2-TZVPD" homo_lumo_gap_ev=1.15 relative_energy_kj_mol=0.00 max_force_ev_per_a=4.5 multiplicity=1 total_charge=+8 molar_mass_g_mol=1731.786
C -12.60 -17.73 -1.51 0.04
O -13.72 -17.28 -0.80 -0.29
O -12.41 -16.90 -2.61 -0.61
C -11.43 -18.15 -0.61 0.73
F -11.90 -18.67 0.50 -0.26
F -10.62 -19.04 -1.20 -0.29
F -10.62 -17.16 -0.08 -0.23
C -13.80 -16.04 -0.12 0.11
C -15.17 -16.15 0.60 -1.36
H -15.16 -16.95 1.35 0.29
H -15.47 -15.21 1.05 0.39
H -16.02 -16.46 -0.01 0.35
H -13.82 -15.11 -0.69 0.28
H -13.04 -15.92 0.66 0.16
H -12.94 -18.68 -1.93 0.26
C -3.75 -16.11 5.13 -0.60
O -4.77 -16.84 4.35 0.72
O -3.35 -17.00 6.12 -0.60
C -2.65 -15.36 4.28 0.80
F -1.35 -15.63 4.59 -0.01
F -2.83 -15.62 2.96 -0.20
F -2.79 -14.03 4.44 -0.25
C -5.77 -16.18 3.65 0.59
C -6.79 -17.22 3.31 -1.00
H -7.29 -17.63 4.19 0.15
H -7.44 -17.13 2.44 0.44
H -6.18 -18.10 3.13 -0.01
H -5.34 -15.69 2.77 -0.41
H -6.31 -15.45 4.26 0.01
H -4.39 -15.33 5.55 -0.23
C -5.23 -21.69 -0.85 -0.80
N -4.40 -22.94 -0.99 0.07
C -4.58 -23.84 -1.98 -0.25
C -3.87 -25.02 -1.99 -0.57
C -2.81 -25.16 -1.07 0.63
C -2.64 -24.22 -0.09 -0.63
C -3.45 -23.11 -0.06 -0.32
C -1.97 -26.39 -1.20 0.46
C -0.79 -26.43 -1.96 -0.50
C -0.02 -27.58 -1.94 -0.17
N -0.50 -28.73 -1.36 0.02
C -1.73 -28.81 -0.78 -0.35
C -2.39 -27.55 -0.60 -0.48
C 0.29 -29.99 -1.47 -0.92
H -4.53 -20.88 -0.62 0.25
H -5.89 -21.90 -0.01 0.33
H -5.76 -21.52 -1.79 0.35
H -5.25 -23.59 -2.79 0.42
H -4.02 -25.78 -2.74 0.53
H -1.92 -24.28 0.71 0.43
H -3.45 -22.37 0.72 0.44
H -0.65 -25.52 -2.53 0.52
H 0.89 -27.65 -2.53 0.42
H -1.97 -29.76 -0.31 0.44
H -3.29 -27.52 0.00 0.48
H -0.07 -30.70 -2.21 0.33
H 0.31 -30.37 -0.45 0.40
H 1.28 -29.69 -1.82 0.33
C 0.98 -11.48 6.27 -0.86
N 1.78 -12.66 5.87 0.25
C 3.04 -12.82 6.35 -0.70
C 3.75 -14.00 6.16 -0.54
C 3.27 -14.99 5.33 0.47
C 2.07 -14.79 4.68 -0.14
C 1.33 -13.58 4.97 -0.94
C 4.06 -16.19 5.03 1.08
C 4.77 -16.84 6.01 -0.87
C 5.56 -17.98 5.77 -0.34
N 5.49 -18.52 4.50 0.11
C 4.88 -17.85 3.47 -0.62
C 4.15 -16.71 3.69 -0.39
C 6.29 -19.74 4.22 -0.90
H 1.22 -11.11 7.26 0.38
H -0.06 -11.82 6.32 0.29
H 1.19 -10.67 5.57 0.34
H 3.49 -12.05 6.95 0.44
H 4.72 -13.95 6.63 0.57
H 1.62 -15.43 3.94 0.34
H 0.38 -13.26 4.55 0.70
H 4.73 -16.58 7.06 0.52
H 6.15 -18.49 6.52 0.46
H 5.05 -18.08 2.42 0.51
H 3.83 -16.10 2.85 0.57
H 5.61 -20.47 3.79 0.35
H 6.76 -20.08 5.15 0.31
H 7.09 -19.43 3.55 0.39
C -8.12 -3.84 13.74 -0.90
N -7.68 -4.66 12.54 0.02
C -7.97 -5.97 12.56 -0.34
C -7.52 -6.74 11.50 -0.71
C -6.83 -6.22 10.44 1.17
C -6.61 -4.85 10.49 -0.74
C -7.01 -4.07 11.51 -0.32
C -6.30 -7.14 9.35 1.01
C -5.87 -8.44 9.61 -0.80
C -5.43 -9.28 8.55 -0.27
N -5.29 -8.80 7.29 0.25
C -5.68 -7.51 7.03 -0.19
C -6.21 -6.62 8.03 -0.86
C -4.95 -9.66 6.19 -1.10
H -7.47 -2.97 13.81 0.34
H -8.00 -4.40 14.67 0.39
H -9.18 -3.61 13.76 0.35
H -8.43 -6.35 13.46 0.43
H -7.74 -7.80 11.58 0.38
H -6.13 -4.33 9.67 0.42
H -6.93 -3.00 11.60 0.47
H -5.95 -8.94 10.57 0.40
H -5.15 -10.32 8.64 0.52
H -5.58 -7.15 6.02 0.45
H -6.59 -5.64 7.79 0.51
H -3.89 -9.89 6.34 0.37
H -5.05 -9.31 5.16 0.32
H -5.44 -10.63 6.24 0.34
C -4.13 -20.08 10.06 -1.00
N -5.16 -19.85 9.02 0.42
C -6.45 -20.21 9.27 -0.89
C -7.41 -20.10 8.28 -0.57
C -7.08 -19.69 7.04 0.51
C -5.72 -19.36 6.78 0.22
C -4.80 -19.51 7.78 -0.59
C -8.14 -19.86 5.98 0.47
C -9.50 -19.43 6.01 -0.10
C -10.44 -19.66 5.05 -0.47
N -10.00 -20.29 3.96 0.06
C -8.70 -20.69 3.75 -0.60
C -7.79 -20.51 4.81 -0.53
C -10.92 -20.57 2.84 -1.10
H -4.19 -19.30 10.81 0.37
H -3.12 -20.03 9.65 0.31
H -4.34 -21.04 10.52 0.40
H -6.82 -20.54 10.23 0.50
H -8.44 -20.36 8.47 0.69
H -5.45 -18.93 5.83 0.44
H -3.76 -19.28 7.64 0.28
H -9.88 -19.11 6.97 0.28
H -11.50 -19.48 5.13 0.52
H -8.55 -21.12 2.77 0.72
H -6.78 -20.86 4.70 0.32
H -11.02 -21.66 2.79 0.34
H -10.32 -20.18 2.02 0.38
H -11.85 -20.00 2.88 0.39
C 2.66 -19.70 9.78 -0.88
N 2.00 -19.57 8.49 0.06
C 1.48 -18.39 8.18 -0.65
C 0.82 -18.24 6.96 -0.50
C 0.49 -19.36 6.18 -0.04
C 0.93 -20.60 6.63 -0.37
C 1.71 -20.69 7.80 -0.46
C -0.41 -19.21 4.97 0.92
C 0.05 -18.63 3.75 -0.74
C -0.97 -18.47 2.72 -0.33
N -2.25 -18.85 2.85 0.30
C -2.68 -19.44 3.98 -0.60
C -1.75 -19.61 5.04 -0.53
C -3.25 -18.53 1.83 -0.65
H 1.89 -19.98 10.51 0.37
H 3.13 -18.76 10.05 0.33
H 3.37 -20.51 9.62 0.36
H 1.77 -17.60 8.86 0.49
H 0.36 -17.31 6.66 0.77
H 0.73 -21.48 6.04 0.60
H 2.02 -21.65 8.17 0.56
H 1.02 -18.16 3.67 0.73
H -0.82 -17.94 1.79 0.38
H -3.74 -19.61 4.13 0.36
H -2.07 -19.99 6.00 0.56
H -4.18 -19.08 1.96 0.26
H -2.80 -18.69 0.85 0.60
H -3.47 -17.46 1.75 -0.15
C -0.68 -12.75 1.74 -0.67
N -2.01 -13.12 1.11 0.36
C -3.15 -12.65 1.70 -0.54
C -4.42 -12.87 1.17 -0.71
C -4.50 -13.66 0.01 1.33
C -3.33 -14.14 -0.58 -0.67
C -2.09 -13.85 0.00 -0.49
C -5.85 -13.95 -0.54 0.55
C -6.21 -13.59 -1.90 -0.88
C -7.56 -13.78 -2.32 -0.36
N -8.51 -14.28 -1.46 0.13
C -8.18 -14.58 -0.18 -0.80
C -6.95 -14.32 0.28 -0.47
C -9.86 -14.74 -1.95 -0.95
H -0.81 -11.89 2.39 0.08
H 0.06 -12.52 0.97 0.38
H -0.36 -13.68 2.22 0.14
H -3.14 -12.23 2.70 0.58
H -5.33 -12.55 1.66 0.49
H -3.37 -14.79 -1.45 0.60
H -1.11 -14.04 -0.40 0.48
H -5.57 -13.19 -2.67 0.52
H -7.89 -13.70 -3.34 0.47
H -8.91 -15.02 0.49 0.62
H -6.88 -14.57 1.32 0.20
H -9.65 -15.71 -2.40 0.43
H -10.30 -14.11 -2.72 0.38
H -10.50 -14.87 -1.08 0.19
C -1.71 -14.54 9.29 -0.92
N -3.13 -14.76 8.98 0.32
C -3.83 -13.87 8.25 -0.43
C -5.12 -14.08 8.07 -1.21
C -5.78 -15.25 8.54 1.06
C -5.01 -16.21 9.17 -0.40
C -3.73 -15.91 9.42 -0.82
C -7.25 -15.47 8.42 0.58
C -8.03 -16.03 9.46 -0.42
C -9.39 -16.37 9.25 -0.58
N -10.03 -16.01 8.09 0.06
C -9.32 -15.34 7.11 -0.41
C -7.94 -15.05 7.24 -1.08
C -11.46 -16.54 7.92 -0.90
H -1.22 -15.48 9.03 0.28
H -1.58 -14.32 10.34 0.36
H -1.24 -13.81 8.63 0.27
H -3.33 -12.94 8.03 0.65
H -5.66 -13.24 7.65 0.81
H -5.43 -17.11 9.59 0.50
H -3.07 -16.61 9.90 0.53
H -7.50 -16.27 10.36 0.72
H -9.86 -17.04 9.96 0.49
H -9.79 -14.93 6.23 0.57
H -7.39 -14.45 6.54 0.28
H -11.96 -16.10 8.78 0.39
H -11.34 -17.62 7.93 0.33
H -11.87 -16.11 7.00 0.33
Cl -7.53 -12.86 3.31 -0.70
Cl -2.09 -9.83 3.80 -0.73
Cl -5.13 -22.19 2.93 -0.69
Cl 1.19 -15.74 1.16 -0.66